Entry 1:
{"formula": "C21H20AsCl2LuN4O2", "method": "ωB97M-V with the def2-TZVPD basis set", "orbital_gap_ev": 5.5700, "lumo_energy_ev": -1.1, "e_tot_ev": -151651.1322, "max_force_ha_per_bohr": 0.3143, "elements": ["Lu", "Cl", "C", "C", "C", "N", "C", "O", "C", "C", "C", "C", "C", "N", "C", "C", "C", "Cl", "N", "C", "O", "C", "C", "C", "C", "C", "N", "H", "H", "H", "H", "H", "H", "H", "H", "H", "H", "C", "As", "C", "C", "H", "H", "H", "H", "H", "H", "H", "H", "H", "H"], "positions_angstrom": [[-0.373, -0.052, 0.186], [4.741, -3.135, 4.203], [3.334, -2.219, 3.761], [3.017, -2.114, 2.408], [1.900, -1.368, 2.002], [1.460, -1.029, 0.771], [2.535, -0.711, -0.004], [3.702, -0.392, 0.275], [2.251, -0.806, -1.426], [3.244, -1.025, -2.376], [2.864, -1.151, -3.708], [1.515, -1.048, -4.032], [0.613, -0.818, -3.003], [0.961, -0.691, -1.711], [1.073, -0.819, 2.928], [1.401, -0.879, 4.291], [2.531, -1.580, 4.709], [2.876, -1.641, 6.408], [-0.006, -0.309, 2.299], [-1.119, -0.612, 3.025], [-1.339, -1.459, 3.905], [-2.242, 0.261, 2.724], [-3.283, 0.481, 3.621], [-4.287, 1.375, 3.260], [-4.211, 2.001, 2.021], [-3.132, 1.698, 1.201], [-2.154, 0.838, 1.531], [3.648, -2.569, 1.654], [4.276, -1.112, -2.059], [3.609, -1.338, -4.472], [1.171, -1.148, -5.053], [-0.453, -0.730, -3.189], [0.743, -0.409, 5.012], [-3.277, -0.025, 4.578], [-5.103, 1.581, 3.941], [-4.963, 2.710, 1.699], [-3.013, 2.155, 0.224], [-1.008, 0.332, -4.520], [-0.777, 0.459, -2.565], [0.529, 1.936, -2.630], [-2.352, 1.609, -2.268], [-1.177, 1.338, -4.956], [-1.880, -0.315, -4.745], [-0.096, -0.112, -4.969], [0.171, 2.741, -3.304], [1.500, 1.551, -3.004], [0.667, 2.348, -1.609], [-2.356, 2.454, -2.986], [-2.325, 2.008, -1.233], [-3.275, 1.008, -2.404], [-2.126, 0.731, -0.411]]}

***

Entry 2:
{"formula": "C26H71N6O7Pd", "method": "ωB97M-V with the def2-TZVPD basis set", "multiplicity": 3, "orbital_gap_ev": [8.5555, 6.0368], "lumo_energy_ev": [-2.4, -4.9], "e_tot_ev": -54851.7229, "total_charge": 1, "max_force_ha_per_bohr": 0.0909, "elements": ["Pd", "C", "C", "O", "H", "H", "H", "H", "H", "C", "C", "C", "O", "C", "N", "H", "H", "H", "H", "H", "H", "H", "H", "H", "H", "H", "C", "C", "C", "O", "C", "N", "H", "H", "H", "H", "H", "H", "H", "H", "H", "H", "H", "C", "C", "C", "O", "C", "N", "H", "H", "H", "H", "H", "H", "H", "H", "H", "H", "H", "C", "C", "C", "O", "C", "N", "H", "H", "H", "H", "H", "H", "H", "H", "H", "H", "H", "C", "C", "C", "O", "C", "N", "H", "H", "H", "H", "H", "H", "H", "H", "H", "H", "H", "C", "C", "C", "O", "C", "N", "H", "H", "H", "H", "H", "H", "H", "H", "H", "H", "H"], "positions_angstrom": [[3.388, 0.572, 2.151], [-1.070, -0.092, 0.528], [0.425, -0.336, 0.253], [1.333, 0.283, 1.072], [-1.587, -0.857, -0.050], [-1.506, 0.824, 0.129], [-1.224, -0.067, 1.607], [0.587, -0.068, -0.791], [0.548, -1.419, 0.248], [4.823, 4.617, 0.634], [3.860, 3.613, 1.273], [2.354, 4.038, 1.228], [2.130, 4.522, -0.084], [0.845, 4.897, -0.432], [4.041, 2.364, 0.580], [4.445, 4.665, -0.387], [5.868, 4.424, 0.876], [4.629, 5.595, 1.074], [4.146, 3.351, 2.292], [2.105, 4.827, 1.938], [1.745, 3.193, 1.548], [0.449, 3.987, -0.881], [0.915, 5.716, -1.147], [0.210, 5.255, 0.379], [4.948, 2.381, 0.136], [3.373, 2.310, -0.175], [-4.456, 0.668, 1.152], [-5.712, 1.179, 0.650], [-6.392, 2.028, 1.863], [-7.746, 2.277, 1.451], [-8.237, 3.364, 2.238], [-5.494, 1.844, -0.611], [-4.663, -0.165, 1.823], [-3.942, 1.462, 1.693], [-3.683, 0.418, 0.425], [-6.416, 0.410, 0.332], [-5.893, 2.969, 2.094], [-6.423, 1.452, 2.789], [-7.793, 4.348, 2.087], [-8.303, 3.099, 3.294], [-9.277, 3.447, 1.922], [-4.705, 2.449, -0.436], [-6.311, 2.423, -0.740], [4.411, -3.645, 3.307], [4.451, -2.286, 2.662], [4.136, -2.194, 1.167], [4.130, -0.858, 0.769], [4.137, -0.719, -0.614], [3.397, -1.513, 3.389], [3.434, -4.120, 3.397], [4.904, -3.696, 4.278], [4.883, -4.355, 2.628], [5.318, -1.667, 2.890], [3.265, -2.791, 0.897], [5.031, -2.720, 0.835], [4.331, 0.334, -0.814], [3.113, -0.874, -0.953], [4.627, -1.453, -1.254], [3.549, -1.563, 4.386], [2.459, -1.866, 3.260], [3.212, -4.015, -5.871], [2.098, -3.045, -5.481], [1.146, -3.576, -4.385], [1.679, -3.341, -3.123], [0.861, -3.515, -2.113], [2.701, -1.833, -5.111], [3.771, -3.538, -6.676], [2.716, -4.945, -6.148], [3.840, -4.223, -5.004], [1.560, -2.913, -6.419], [0.790, -4.604, -4.316], [0.259, -2.943, -4.418], [0.064, -2.777, -2.208], [1.294, -3.428, -1.117], [0.412, -4.508, -2.088], [3.346, -2.066, -4.370], [1.999, -1.220, -4.721], [-0.906, 0.265, -2.961], [-0.985, 1.876, -2.670], [-0.489, 2.755, -3.815], [-0.960, 2.363, -5.161], [-2.396, 2.513, -5.309], [-2.375, 2.045, -2.204], [-1.207, -0.472, -2.216], [0.091, -0.064, -3.254], [-1.570, 0.093, -3.808], [-0.377, 2.093, -1.792], [0.598, 2.826, -3.780], [-0.712, 3.812, -3.669], [-2.766, 2.449, -6.332], [-2.640, 3.469, -4.848], [-2.948, 1.771, -4.732], [-3.113, 2.094, -2.892], [-2.521, 1.265, -1.579], [-0.253, -3.817, 4.894], [-0.510, -3.189, 3.516], [-1.870, -2.422, 3.273], [-1.937, -1.346, 4.201], [-3.237, -0.975, 4.643], [0.640, -2.272, 3.324], [-1.074, -4.531, 4.961], [-0.129, -3.151, 5.748], [0.686, -4.369, 4.878], [-0.492, -3.912, 2.701], [-2.781, -3.013, 3.366], [-1.911, -2.144, 2.220], [-3.622, -1.620, 5.433], [-3.913, -0.856, 3.796], [-3.130, -0.012, 5.142], [0.480, -1.425, 3.852], [0.672, -1.891, 2.390]]}

***

Entry 3:
{"formula": "C11H14N2O2", "method": "ωB97M-V with the def2-TZVPD basis set", "orbital_gap_ev": 9.0511, "lumo_energy_ev": 0.3, "e_tot_ev": -18708.4899, "max_force_ha_per_bohr": 0.0970, "elements": ["C", "C", "C", "C", "C", "N", "C", "O", "C", "C", "C", "C", "C", "O", "N", "H", "H", "H", "H", "H", "H", "H", "H", "H", "H", "H", "H", "H", "H"], "positions_angstrom": [[-1.777, -1.823, 1.494], [-1.280, -0.977, 0.285], [-2.103, 0.241, -0.129], [0.122, -0.474, 0.636], [1.018, -1.768, 0.846], [0.250, 0.467, 1.755], [0.702, 1.688, 1.342], [0.853, 2.672, 2.045], [0.980, 1.583, -0.166], [1.377, 2.483, -1.060], [1.570, 2.006, -2.416], [1.347, 0.728, -2.692], [0.830, -0.259, -1.709], [0.594, -1.417, -2.015], [0.686, 0.282, -0.495], [-1.549, -1.408, 2.405], [-1.390, -2.894, 1.557], [-2.760, -1.823, 1.533], [-1.404, -1.633, -0.493], [-1.736, 1.002, 0.417], [-3.102, 0.064, 0.014], [-2.066, 0.456, -1.133], [2.077, -1.537, 0.874], [0.881, -2.498, 0.146], [0.994, -2.055, 1.869], [-0.250, 0.288, 2.568], [1.588, 3.472, -0.639], [1.926, 2.725, -3.067], [1.624, 0.408, -3.770]]}

***

Entry 4:
{"formula": "C4H6F2O", "method": "ωB97M-V with the def2-TZVPD basis set", "orbital_gap_ev": 11.2506, "lumo_energy_ev": 1.0, "e_tot_ev": -11725.6041, "max_force_ha_per_bohr": 0.0982, "elements": ["C", "C", "C", "F", "F", "O", "C", "H", "H", "H", "H", "H", "H"], "positions_angstrom": [[2.530, -0.065, 0.364], [1.421, 0.616, 0.006], [0.127, -0.142, 0.156], [0.100, -1.151, -0.725], [0.078, -0.710, 1.330], [-1.166, 0.779, -0.120], [-2.376, 0.139, -0.303], [3.497, 0.421, 0.355], [2.363, -1.066, 0.740], [1.539, 1.432, -0.670], [-2.233, -0.587, -1.107], [-3.130, 0.838, -0.448], [-2.749, -0.502, 0.424]]}

***

Entry 5:
{"formula": "C15H31NO3P2Re", "method": "ωB97M-V with the def2-TZVPD basis set", "multiplicity": 4, "orbital_gap_ev": [6.5647, 6.0252], "lumo_energy_ev": [-8.6, -9.7], "e_tot_ev": -44373.1386, "total_charge": 2, "max_force_ha_per_bohr": 0.1448, "elements": ["P", "P", "C", "C", "H", "H", "H", "H", "C", "H", "H", "H", "C", "H", "H", "H", "C", "H", "H", "H", "C", "H", "H", "H", "Re", "C", "C", "C", "C", "C", "C", "C", "C", "C", "H", "H", "H", "H", "H", "H", "H", "H", "H", "H", "H", "H", "H", "H", "H", "O", "N", "O", "O"], "positions_angstrom": [[0.434, 1.588, -2.569], [2.847, 0.024, -1.349], [2.148, 2.011, -3.233], [3.127, 0.855, -3.019], [2.481, 2.924, -2.706], [2.037, 2.228, -4.309], [3.002, 0.074, -3.790], [4.167, 1.223, -3.032], [4.111, 1.005, -0.431], [4.282, 0.521, 0.538], [3.743, 2.026, -0.266], [5.046, 1.031, -1.009], [3.868, -1.460, -1.702], [4.857, -1.163, -2.075], [3.350, -2.074, -2.449], [3.970, -2.031, -0.772], [-0.235, 3.294, -2.653], [-1.311, 3.245, -2.451], [-0.054, 3.727, -3.646], [0.252, 3.903, -1.880], [-0.238, 0.964, -4.169], [0.195, -0.018, -4.396], [0.001, 1.677, -4.969], [-1.325, 0.865, -4.065], [-2.050, -1.384, 2.795], [-0.371, -2.168, 1.777], [0.032, -1.018, 2.546], [0.340, 0.348, 1.965], [-0.897, 1.259, 1.836], [-2.195, 0.483, 1.793], [-2.422, -0.533, 0.804], [-1.391, -0.969, -0.216], [-0.490, -2.118, 0.272], [-4.178, -1.122, 2.914], [-0.029, -3.131, 2.171], [0.652, -1.249, 3.427], [0.868, 0.260, 1.009], [1.038, 0.834, 2.659], [-0.926, 1.929, 2.708], [-0.795, 1.905, 0.951], [-3.073, 1.049, 2.130], [-3.458, -0.679, 0.473], [-0.779, -0.117, -0.548], [-1.932, -1.327, -1.102], [-0.915, -3.071, -0.068], [0.503, -2.040, -0.187], [-4.617, -2.043, 3.346], [-4.737, -0.797, 2.029], [-4.249, -0.345, 3.700], [-4.255, -1.963, 6.303], [-4.253, -2.645, 5.291], [-4.089, -3.854, 5.186], [-2.085, -1.936, 4.434]]}

***

Entry 6:
{"formula": "FHNO", "method": "ωB97M-V with the def2-TZVPD basis set", "orbital_gap_ev": [10.1538, 4.9579], "lumo_energy_ev": [5.5, 3.8], "e_tot_ev": -6266.6926, "total_charge": -1, "max_force_ha_per_bohr": 0.0251, "elements": ["N", "O", "F", "H"], "positions_angstrom": [[0.020, 0.753, 0.030], [-0.864, 1.085, -0.688], [1.098, -0.012, -0.809], [-0.255, -1.827, 1.466]]}